CH6O4 | the ωB97M-V functional and the def2-TZVPD basis

Geometry as XYZ:
```
11
Properties=species:S:1:pos:R:3:forces:R:3:lowdin_charge:R:1
O 1.307 0.093 0.429 0.7 0.1 0.5 0.079
C 0.195 0.201 0.022 -0.5 -0.1 -1.1 -0.408
O -0.828 -0.488 0.474 -0.3 -0.3 1.7 0.065
H -0.083 0.932 -0.750 0.1 0.1 -0.1 0.140
H -1.379 -1.182 0.068 0.1 0.3 -0.9 0.056
O -2.382 -2.110 -0.922 0.2 -0.4 -0.4 -0.023
H -3.290 -1.930 -1.178 -0.1 0.1 0.0 0.071
H -1.964 -2.513 -1.697 -0.1 0.1 0.3 0.079
O 3.107 2.347 0.950 0.0 -0.1 -0.2 -0.070
H 2.939 2.945 1.679 -0.1 0.0 0.1 0.023
H 2.378 1.706 0.926 0.2 0.1 0.0 -0.012
```
Positions in Å, forces in eV/Å.

HOMO-LUMO gap	10.70	eV
E_HOMO	-10.649	eV
charge	0
2S+1	1
relative energy (zero: lowest compared OMol25 entry of this formula, charge and spin)	21.84	kcal/mol
LUMO level	0.047	eV
structure (SMILES)	O=CO.O.O

---

CH6O5Si | the ωB97M-V functional and the def2-TZVPD basis

Geometry as XYZ:
```
13
Properties=species:S:1:pos:R:3:forces:R:3:lowdin_charge:R:1
C -0.744 -1.443 -0.744 0.5 -0.6 -0.2 -0.097
O 2.695 1.644 -0.356 -0.7 0.6 0.5 -0.061
O 0.011 1.797 -0.133 0.4 0.2 -0.1 -0.234
O -2.755 1.871 0.051 -0.2 0.6 0.1 -0.040
O -1.653 -0.396 -0.480 -0.6 0.8 0.1 -0.187
O 3.227 0.280 -0.416 0.1 -0.9 -0.2 -0.315
Si -1.357 1.154 -0.200 0.2 -0.9 0.0 0.361
H -0.866 -2.201 0.030 0.0 0.0 -0.1 0.093
H 0.289 -1.098 -0.750 0.1 0.0 0.0 0.083
H -0.989 -1.872 -1.715 0.0 0.0 0.1 0.093
H 2.960 1.910 0.547 -0.3 0.0 -0.5 0.146
H 1.687 1.545 -0.366 0.4 0.3 0.2 0.075
H -3.583 1.388 0.015 0.0 -0.2 0.0 0.084
```
Positions in Å, forces in eV/Å.

HOMO-LUMO gap	7.66	eV
E_HOMO	-8.149	eV
charge	0
2S+1	1
relative energy (zero: lowest compared OMol25 entry of this formula, charge and spin)	36.46	kcal/mol
LUMO level	-0.488	eV

---

CH6OP2 | the ωB97M-V functional and the def2-TZVPD basis

Geometry as XYZ:
```
10
Properties=species:S:1:pos:R:3:forces:R:3:lowdin_charge:R:1
C 1.538 -0.229 0.077 -5.0 2.0 -3.7 -0.271
O -1.485 -1.856 -1.358 2.3 2.3 3.0 -0.594
P -1.301 1.309 0.532 -0.6 1.5 -2.6 0.447
P -0.340 -0.594 0.269 -1.4 -3.5 -1.7 0.569
H 1.653 0.579 0.701 1.3 1.3 1.8 -0.013
H 1.919 -1.153 0.163 2.2 -2.8 0.7 -0.021
H 1.526 0.164 -0.993 0.5 -0.7 1.3 0.067
H -2.554 1.120 -0.343 1.8 -0.1 1.2 -0.084
H -0.517 1.901 -0.684 -1.0 -0.8 1.7 -0.079
H -0.439 -1.241 1.634 0.1 0.9 -1.7 -0.019
```
Positions in Å, forces in eV/Å.

HOMO-LUMO gap (spin up / spin down)	8.35 / 8.42	eV
E_HOMO (spin up / spin down)	-9.074 / -9.069	eV
charge	0
2S+1	1
relative energy (zero: lowest compared OMol25 entry of this formula, charge and spin)	141.05	kcal/mol
LUMO level (spin up / spin down)	-0.729 / -0.653	eV

---

CH6OP2S | the ωB97M-V functional and the def2-TZVPD basis

Geometry as XYZ:
```
11
Properties=species:S:1:pos:R:3:forces:R:3:lowdin_charge:R:1
C 1.458 -0.995 1.125 -0.5 -3.4 -2.7 0.047
O 0.485 -0.274 -1.610 -0.6 -0.3 0.2 -0.475
P -1.061 0.345 -1.531 0.4 -1.6 -0.9 0.546
P -1.146 0.882 0.498 -1.2 2.1 1.8 0.095
S -1.032 2.918 0.611 0.1 -0.9 0.1 0.026
H 2.219 -1.129 0.344 -0.5 -0.1 0.5 -0.001
H 1.493 -0.160 1.665 0.1 3.1 2.3 -0.090
H 0.526 -1.591 1.105 0.9 0.3 0.1 -0.009
H 1.135 0.277 -2.020 0.4 0.7 -0.5 0.025
H -1.499 -0.903 -0.957 -0.4 0.2 -0.7 -0.083
H -2.579 0.631 0.771 1.1 -0.1 -0.3 -0.081
```
Positions in Å, forces in eV/Å.

HOMO-LUMO gap (spin up / spin down)	6.42 / 8.78	eV
E_HOMO (spin up / spin down)	-8.539 / -8.686	eV
charge	0
2S+1	1
relative energy (zero: lowest compared OMol25 entry of this formula, charge and spin)	77.67	kcal/mol
LUMO level (spin up / spin down)	-2.121 / 0.094	eV

---

CH6OS | the ωB97M-V functional and the def2-TZVPD basis

Geometry as XYZ:
```
9
Properties=species:S:1:pos:R:3:forces:R:3:lowdin_charge:R:1
C 1.058 -0.504 -0.045 -0.1 -0.9 2.4 -0.206
O 2.089 -1.029 -0.797 3.1 2.7 3.8 -0.055
H 0.283 -1.278 0.145 -0.2 0.8 -0.6 0.091
H 1.481 -0.388 0.960 0.0 0.2 0.0 0.082
H 0.724 0.482 -0.321 -0.5 0.1 -0.6 0.026
H 1.773 -1.460 -1.486 -2.2 -3.0 -5.0 -0.004
S -1.858 1.442 0.493 0.7 0.6 -0.5 0.532
H -2.875 2.048 -0.117 -0.1 0.2 -0.1 -0.221
H -2.674 0.688 1.168 -0.6 -0.7 0.6 -0.245
```
Positions in Å, forces in eV/Å.

HOMO-LUMO gap	10.69	eV
E_HOMO	-9.907	eV
charge	0
2S+1	1
relative energy (zero: lowest compared OMol25 entry of this formula, charge and spin)	21.65	kcal/mol
LUMO level	0.783	eV
structure (SMILES)	CO.S

---

CH6OS2 | the ωB97M-V functional and the def2-TZVPD basis

Geometry as XYZ:
```
10
Properties=species:S:1:pos:R:3:forces:R:3:lowdin_charge:R:1
C 0.998 -1.507 1.910 0.9 0.9 0.1 -0.148
O 1.973 -2.524 1.652 -1.1 -0.2 0.3 -0.109
H 0.827 -0.839 1.048 0.3 -0.2 0.2 0.039
H 1.477 -0.939 2.710 -0.6 0.4 0.1 0.081
H 0.002 -1.822 2.211 0.1 -0.7 0.1 0.075
H 2.225 -2.420 0.748 0.3 -0.2 -0.8 0.052
S -0.399 0.478 -1.717 0.4 -0.5 0.2 0.213
S -1.127 1.699 -0.217 0.3 -0.5 0.0 0.222
H 0.316 -0.456 -0.987 -0.4 0.8 -0.4 -0.215
H -1.979 0.779 0.249 -0.3 0.2 0.1 -0.210
```
Positions in Å, forces in eV/Å.

HOMO-LUMO gap	9.65	eV
E_HOMO	-9.522	eV
charge	0
2S+1	1
relative energy (zero: lowest compared OMol25 entry of this formula, charge and spin)	19.88	kcal/mol
LUMO level	0.131	eV
structure (SMILES)	CO.SS

---

CH6OSi | the ωB97M-V functional and the def2-TZVPD basis

Geometry as XYZ:
```
9
Properties=species:S:1:pos:R:3:forces:R:3:lowdin_charge:R:1
C -1.132 1.066 0.408 -4.9 0.0 0.5 -0.425
O -0.045 0.592 0.970 4.0 -2.8 -0.6 -0.346
Si 1.262 -1.150 -0.464 -0.5 1.9 2.1 0.859
H -1.052 1.862 -0.314 0.4 0.5 -0.6 0.034
H -1.855 1.576 1.282 1.5 -1.3 -1.8 0.123
H -1.800 0.238 -0.090 0.7 1.3 0.8 0.076
H 0.360 -2.342 -0.359 0.2 0.6 -0.4 -0.097
H 2.546 -1.407 0.261 -0.6 0.1 0.1 -0.116
H 1.716 -0.435 -1.694 -0.8 -0.3 0.1 -0.107
```
Positions in Å, forces in eV/Å.

HOMO-LUMO gap (spin up / spin down)	7.68 / 7.68	eV
E_HOMO (spin up / spin down)	-8.771 / -8.769	eV
charge	0
2S+1	1
relative energy (zero: lowest compared OMol25 entry of this formula, charge and spin)	109.59	kcal/mol
LUMO level (spin up / spin down)	-1.088 / -1.088	eV

---

CH6S | the ωB97M-V functional and the def2-TZVPD basis

Geometry as XYZ:
```
8
Properties=species:S:1:pos:R:3:forces:R:3:lowdin_charge:R:1
C -1.508 0.000 0.202 0.0 0.0 0.1 -0.055
H -1.560 -0.457 -0.783 -0.1 -0.1 0.0 0.018
H -2.499 0.292 0.539 -0.1 0.0 -0.1 0.015
H -1.094 -0.696 0.928 0.1 0.0 -0.1 0.015
H -0.875 0.878 0.130 0.1 0.1 0.1 0.002
S 2.504 0.537 -0.019 -0.1 -0.2 0.0 0.466
H 3.355 -0.038 -0.873 0.2 0.0 -0.1 -0.230
H 1.677 -0.516 -0.124 0.0 0.1 0.1 -0.229
```
Positions in Å, forces in eV/Å.

HOMO-LUMO gap	10.73	eV
E_HOMO	-9.800	eV
charge	0
2S+1	1
relative energy (zero: lowest compared OMol25 entry of this formula, charge and spin)	0.11	kcal/mol
LUMO level	0.933	eV
structure (SMILES)	C.S

---

CH6S3 | the ωB97M-V functional and the def2-TZVPD basis

Geometry as XYZ:
```
10
Properties=species:S:1:pos:R:3:forces:R:3:lowdin_charge:R:1
C -1.515 -0.549 1.111 -0.1 -0.2 -0.1 -0.488
S -0.860 1.104 0.797 0.3 0.1 0.2 0.342
S 1.009 1.046 1.674 -0.5 0.1 0.1 0.308
H -0.976 -1.037 1.919 0.0 0.1 0.1 0.022
H -1.437 -1.161 0.214 0.0 0.0 0.0 0.026
H -2.560 -0.445 1.395 0.0 0.0 0.0 0.024
H 1.659 0.470 0.667 0.3 -0.1 -0.2 -0.229
S 1.445 0.015 -3.176 0.0 0.0 0.1 0.467
H 2.373 -0.325 -2.270 0.0 0.0 -0.1 -0.232
H 0.863 0.882 -2.331 0.0 0.0 0.0 -0.240
```
Positions in Å, forces in eV/Å.

HOMO-LUMO gap	9.69	eV
E_HOMO	-9.242	eV
charge	0
2S+1	1
relative energy (zero: lowest compared OMol25 entry of this formula, charge and spin)	1.17	kcal/mol
LUMO level	0.443	eV
structure (SMILES)	CSS.S

---

CH6SSi | the ωB97M-V functional and the def2-TZVPD basis

Geometry as XYZ:
```
9
Properties=species:S:1:pos:R:3:forces:R:3:lowdin_charge:R:1
C -1.249 -0.430 0.487 -0.7 -0.3 -0.6 -0.330
Si 0.346 0.069 -0.554 -2.1 3.8 0.9 0.294
S 2.204 -0.056 0.459 -0.7 -0.5 1.9 0.350
H -1.977 0.337 0.934 1.7 -0.5 -1.2 0.046
H -1.911 -1.189 -0.010 0.8 0.5 0.3 0.023
H -0.808 -0.908 1.333 0.2 -0.7 0.9 -0.026
H -0.534 2.243 -0.313 1.4 -2.3 -0.7 -0.030
H 0.771 -0.218 -1.927 -0.7 -0.2 -0.2 -0.104
H 3.159 0.152 -0.409 0.1 0.2 -1.1 -0.223
```
Positions in Å, forces in eV/Å.

HOMO-LUMO gap	8.41	eV
E_HOMO	-8.250	eV
charge	0
2S+1	1
relative energy (zero: lowest compared OMol25 entry of this formula, charge and spin)	68.58	kcal/mol
LUMO level	0.161	eV

---

CH7BrN3 | the ωB97M-V functional and the def2-TZVPD basis

Geometry as XYZ:
```
12
Properties=species:S:1:pos:R:3:forces:R:3:lowdin_charge:R:1
C 0.479 0.310 -0.224 1.3 0.6 -1.5 -0.359
N -0.152 1.468 0.215 1.6 -1.0 -0.7 0.103
N 0.250 -0.109 -1.504 1.0 0.1 1.1 -0.447
N -0.310 -0.861 1.074 -2.8 -0.3 -3.5 0.164
Br 1.440 -1.044 -2.589 -0.3 0.2 0.7 0.789
H 1.602 0.244 0.051 -2.1 -0.2 -0.1 0.175
H -1.018 1.802 -0.150 -0.5 -0.1 -0.3 0.113
H -0.056 1.417 1.194 -0.4 1.2 1.3 0.082
H -0.678 -0.158 -1.827 -1.1 0.1 -0.6 0.064
H -0.550 -1.780 0.708 1.0 -0.4 0.4 0.121
H -1.260 -0.476 1.206 0.9 0.2 0.5 0.126
H 0.254 -0.811 1.846 1.4 -0.5 2.7 0.069
```
Positions in Å, forces in eV/Å.

HOMO-LUMO gap	10.05	eV
E_HOMO	-14.062	eV
charge	+1
2S+1	1
relative energy (zero: lowest compared OMol25 entry of this formula, charge and spin)	38.34	kcal/mol
LUMO level	-4.011	eV

---

CH7BrOSi2 | the ωB97M-V functional and the def2-TZVPD basis

Geometry as XYZ:
```
12
Properties=species:S:1:pos:R:3:forces:R:3:lowdin_charge:R:1
C -0.118 2.192 -0.331 -3.8 -1.6 0.0 -0.203
O 0.385 -0.708 -0.135 -1.8 2.4 -0.3 -0.541
Si 1.011 -2.162 -0.084 1.2 -1.9 0.1 0.482
Si -0.704 0.464 0.142 2.0 -0.1 3.7 -0.048
Br -2.700 0.095 -0.468 -1.2 -0.3 -0.7 0.419
H -0.697 2.728 0.424 0.5 0.6 0.0 0.026
H 0.868 2.456 -0.438 2.2 0.4 0.1 0.003
H -0.675 2.352 -1.263 0.3 0.2 -0.1 0.026
H 2.223 -1.965 0.790 -0.4 -0.5 -0.3 -0.050
H 1.393 -2.434 -1.502 0.0 -0.3 0.4 -0.061
H 0.059 -3.231 0.418 0.5 0.5 -0.2 -0.051
H -1.045 0.212 2.447 0.5 0.5 -2.9 -0.001
```
Positions in Å, forces in eV/Å.

HOMO-LUMO gap	9.24	eV
E_HOMO	-8.752	eV
charge	0
2S+1	1
relative energy (zero: lowest compared OMol25 entry of this formula, charge and spin)	46.13	kcal/mol
LUMO level	0.483	eV